1.
{"formula": "C14H15F4N5RuTe", "method": "the ωB97M-V functional and the def2-TZVPD basis", "multiplicity": 6, "energy_ev": -42955.8475, "gap_ha": [0.2501, 0.2326], "e_homo_ev": [-4.052, -4.729], "e_lumo_ev": [2.75, 1.60], "total_charge": -1, "elements": ["Ru", "C", "C", "N", "C", "C", "C", "C", "N", "C", "C", "F", "C", "F", "C", "C", "F", "C", "F", "H", "H", "H", "H", "H", "H", "H", "H", "H", "H", "H", "H", "H", "H", "H", "N", "C", "N", "C", "N", "Te"], "positions_angstrom": [[-0.12130, -0.98130, -0.38080], [-1.50230, 0.41470, 2.31460], [-2.64870, 0.38700, 1.31410], [-2.18570, 0.60840, -0.06130], [-3.22920, 0.21930, -1.01250], [-2.68280, -0.01700, -2.41380], [-1.76500, 2.00560, -0.24510], [-0.43110, 2.15660, -0.98920], [0.53850, 1.24980, -0.43020], [1.80600, 1.30540, -0.80120], [2.70420, 0.35270, -0.22420], [2.14590, -0.55150, 0.66730], [4.04010, 0.28020, -0.51450], [4.81390, -0.63330, 0.11210], [4.61970, 1.13350, -1.44510], [3.77930, 2.05530, -2.05190], [4.30250, 2.88310, -2.98820], [2.44030, 2.16230, -1.74880], [1.72250, 3.11500, -2.40930], [-1.84990, 0.09310, 3.29390], [-1.06730, 1.40620, 2.41210], [-0.71630, -0.26990, 1.97230], [-3.41970, 1.12980, 1.58290], [-3.11720, -0.59930, 1.35540], [-4.03180, 0.97580, -1.04300], [-3.67330, -0.71650, -0.66260], [-2.39000, 0.90940, -2.90300], [-3.43670, -0.50670, -3.02470], [-1.80270, -0.68100, -2.34240], [-1.63430, 2.46000, 0.73750], [-2.54340, 2.57480, -0.77220], [-0.10660, 3.20080, -0.87760], [-0.57050, 1.96000, -2.06260], [5.66500, 1.07460, -1.68920], [-1.00960, -2.63280, 0.75480], [-2.12610, -2.97860, 0.61250], [-3.25570, -3.51710, 0.60220], [-4.40920, -3.17280, 0.16650], [-5.48730, -2.93970, -0.18350], [0.91500, -1.83530, -2.51170]], "forces_ev_per_a": [[-0.0020, 0.6564, 0.3285], [-0.0164, -0.0513, -0.2241], [0.0374, -0.0802, 0.2571], [-0.1261, -0.0669, -0.0329], [-0.1078, -0.2016, -0.3469], [0.1226, -0.1271, 0.2806], [0.5337, 0.0794, -0.1729], [-0.1544, 0.0043, -0.1747], [-0.8234, -0.8172, 0.4640], [1.1700, -0.0282, -0.2616], [-0.3908, -0.0059, 0.2276], [0.5296, 0.5053, -0.3987], [0.0567, 0.0540, -0.0404], [-0.1798, 0.0882, -0.1038], [-0.2591, 0.0608, 0.0209], [0.3162, -0.1802, 0.0764], [-0.1640, -0.0804, 0.1912], [-0.2309, -0.0178, 0.1718], [0.1237, -0.1901, 0.0936], [-0.0225, -0.0563, 0.0784], [0.0996, 0.0405, 0.0218], [-0.1012, 0.1314, 0.3028], [0.0394, -0.0971, -0.0283], [-0.0212, 0.0955, -0.0411], [0.0380, -0.1006, 0.1124], [-0.0210, 0.1244, 0.0276], [0.1058, 0.0413, -0.0543], [-0.0886, -0.0385, -0.0899], [-0.3606, 0.2852, -0.2576], [-0.0567, -0.0150, -0.0111], [0.0077, -0.0608, 0.0499], [-0.1405, -0.0907, -0.1067], [-0.0637, 0.1444, 0.0731], [0.1196, -0.0020, -0.0357], [-0.0154, 0.5460, -0.2135], [0.7943, 0.1152, 0.3087], [0.3736, -1.1021, 0.4981], [-0.8118, 0.4423, -0.3531], [-0.4516, 0.1560, -0.1894], [0.1415, -0.1607, -0.4479]]}

2.
{"formula": "C14H15FNO4", "method": "the ωB97M-V functional and the def2-TZVPD basis", "energy_ev": -27150.8339, "gap_ha": 0.2893, "e_homo_ev": -12.310, "e_lumo_ev": -4.44, "total_charge": 1, "elements": ["F", "C", "C", "C", "C", "C", "C", "C", "N", "C", "H", "H", "H", "H", "H", "H", "H", "H", "H", "H", "H", "C", "C", "C", "O", "C", "C", "C", "O", "O", "O", "H", "H", "H", "H"], "positions_angstrom": [[-4.72358, 2.82075, -0.16668], [-5.18147, 1.47762, -0.13991], [-4.14784, 0.60710, 0.66987], [-3.29004, 1.43279, 1.72525], [-1.83536, 1.61021, 1.17825], [-0.68618, 1.34586, 2.08365], [0.69070, 1.46606, 1.57399], [0.86395, 1.85607, 0.17019], [-0.23262, 2.12617, -0.61538], [-1.53438, 2.02032, -0.17927], [-6.20138, 1.41637, 0.33432], [-5.32137, 1.09719, -1.19334], [-4.72726, -0.20384, 1.18583], [-3.46866, 0.07232, -0.05744], [-3.19240, 0.75824, 2.62570], [-3.76868, 2.38789, 2.05090], [-0.82752, 1.05375, 3.15600], [1.57931, 1.27690, 2.22685], [1.88658, 1.93800, -0.26161], [-0.07562, 2.41880, -1.58070], [-2.39223, 2.22207, -0.86615], [4.39848, -1.34355, -0.61136], [4.64154, -2.66055, -0.64810], [3.58259, -3.63788, -1.04901], [3.84703, -4.82098, -1.08786], [2.25452, -3.11374, -1.37638], [2.01653, -1.80168, -1.33513], [3.08362, -0.82495, -0.96060], [2.82568, 0.37471, -0.95301], [0.79765, -1.29556, -1.63098], [5.84254, -3.16005, -0.32884], [5.15553, -0.62609, -0.32553], [1.49119, -3.83003, -1.64801], [0.88680, -0.33154, -1.52996], [5.76237, -4.12877, -0.43553]], "forces_ev_per_a": [[-0.3974, -0.9351, -0.2404], [-0.2411, -0.7469, 0.2155], [-0.3811, 0.0186, -0.4274], [0.5616, -1.3871, -0.3967], [1.9646, 0.4571, 0.3041], [0.9549, 0.6338, -2.2687], [-2.3328, 0.4801, -1.5908], [-0.5125, -0.1435, 2.3127], [-0.1130, -0.4864, 1.3485], [-0.5193, -0.7678, 2.1268], [1.1025, 0.5400, -0.2847], [0.4077, 0.6033, 1.0095], [0.5475, 0.7913, -0.3772], [-0.5761, 0.6016, 0.8535], [-0.0611, 0.9387, -0.8054], [0.4895, -0.7291, -0.4873], [-0.0715, 0.3174, -1.2310], [-0.9884, 0.2094, -0.8558], [-1.3061, 0.1214, 0.2526], [-0.0027, -0.0666, 0.3439], [1.1901, -0.0206, 0.4257], [-0.4056, 0.4660, -0.0418], [1.0593, 0.1595, 0.3311], [-0.5466, -0.3520, -0.1914], [0.2714, 0.2306, 0.1218], [0.0700, -0.1252, 0.0218], [-0.6387, -0.2683, -0.2322], [0.8867, -0.0519, 0.1921], [-0.2044, -0.4726, -0.2718], [0.6141, 0.2746, 0.2599], [-1.0275, -0.1707, -0.3200], [0.0162, -0.0418, -0.0268], [0.0134, 0.0176, -0.0115], [0.0207, -0.1252, -0.0900], [0.1558, 0.0298, 0.0313]]}

3.
{"formula": "C14H15MnNO3", "method": "the ωB97M-V functional and the def2-TZVPD basis", "multiplicity": 5, "energy_ev": -53713.5171, "gap_ha": [0.2296, 0.1762], "e_homo_ev": [-3.010, -1.690], "e_lumo_ev": [3.24, 3.10], "total_charge": -1, "elements": ["C", "C", "C", "C", "C", "Mn", "N", "C", "C", "H", "H", "H", "H", "H", "H", "H", "H", "H", "H", "O", "C", "C", "C", "C", "C", "C", "C", "O", "O", "H", "H", "H", "H", "H"], "positions_angstrom": [[-0.78481, 0.51031, -3.14430], [0.43204, 0.64405, -3.89025], [0.98324, 1.95371, -3.64854], [0.08589, 2.64697, -2.75255], [-1.00760, 1.74998, -2.42923], [0.86886, 0.92397, -1.69889], [-1.15461, -2.31802, -1.84623], [-1.11044, -3.68294, -2.01025], [0.19098, -2.79885, -2.17694], [1.87645, 2.38184, -4.10840], [0.81628, -0.08404, -4.60181], [0.21479, 3.66901, -2.39136], [-1.87331, 1.99411, -1.80898], [-1.45420, -0.34970, -3.17667], [0.52232, -2.63866, -3.19948], [-1.50843, -4.07702, -2.94074], [-1.14667, -2.02848, -0.85306], [0.93644, -2.76109, -1.37013], [-1.27156, -4.26424, -1.10283], [0.23358, 2.60522, 2.13767], [0.27415, 1.59834, 3.02399], [0.32780, 1.88539, 4.40463], [0.35415, 0.84051, 5.32123], [0.38415, -0.48829, 4.87523], [0.34835, -0.77243, 3.50720], [0.28272, 0.25090, 2.57077], [0.12775, -0.08428, 1.12134], [-0.34519, -1.19813, 0.82370], [0.53171, 0.83961, 0.28408], [0.37560, 2.15784, 1.24101], [0.34234, 2.92908, 4.71921], [0.35641, 1.06837, 6.38971], [0.42502, -1.30593, 5.59290], [0.36579, -1.79713, 3.13798]], "forces_ev_per_a": [[-0.1501, 0.9467, -0.6315], [-0.5463, 0.3253, 0.1149], [-0.3561, -0.2040, 0.0930], [-0.0668, -0.1222, 0.1965], [0.1844, -0.2401, -1.0539], [0.3668, 0.0316, 0.6055], [0.0348, 2.9272, 0.3640], [1.8638, -1.3153, 0.1209], [-1.5857, -1.2470, 0.7109], [-0.3417, -0.2420, 0.1773], [-0.0233, 0.1120, 0.3174], [-0.1344, -0.3724, -0.2134], [0.4255, -0.1890, -0.1911], [0.4067, 0.3227, 0.1945], [-0.0032, 0.1774, 0.2344], [-0.2301, -0.1134, 0.1348], [-0.0398, -0.0361, -0.7081], [-0.4286, -0.1652, -0.4825], [0.3257, -0.3822, -0.3281], [0.1474, -0.1982, -0.3371], [0.2992, -0.4645, 0.1429], [-0.1385, -0.1914, -0.4599], [0.0476, -0.1408, -0.2804], [-0.0032, -0.0062, -0.0391], [0.0009, 0.1410, 0.4775], [-0.2615, 0.6964, 0.5764], [0.0113, -0.6984, -1.0524], [0.6218, 1.1649, 0.0630], [-0.2278, -0.8958, 1.2239], [-0.1060, 0.3510, 0.3971], [-0.0622, -0.2642, -0.0846], [0.0577, -0.1217, -0.2944], [-0.0020, 0.1767, -0.1126], [-0.0863, 0.2370, 0.1242]]}